(1)
Entry from the OMol25 dataset: C57H49N4O2S8SiTb as an isolated structure in a non-equilibrium geometry (ωB97M-V with the def2-TZVPD basis set).

The geometry in XYZ format:
```
122
Properties=species:S:1:pos:R:3
Tb 12.6800 15.7942 15.1515
N 11.9259 17.5309 16.0537
S 11.5915 18.7749 16.8418
N 11.1639 20.1212 16.1810
S 10.0537 20.3131 15.0018
N 9.9117 19.1788 13.8157
S 10.5219 18.2234 12.8091
N 11.4448 17.0488 13.2096
C 9.0837 17.6940 11.8164
C 9.1796 16.9086 10.6654
C 8.1228 16.8405 9.7549
C 6.8535 17.2177 10.1976
C 6.6990 17.6897 11.5023
C 7.8181 18.0164 12.2378
C 11.4370 19.4500 11.9224
C 12.5257 20.0893 12.5056
C 13.2666 20.9837 11.7571
C 12.8884 21.4296 10.5049
C 11.6552 20.9492 10.0461
C 10.9088 20.0524 10.7892
C 8.4887 20.5544 15.9091
C 7.6019 19.5162 15.7271
C 6.2702 19.5584 16.2411
C 5.9110 20.5855 17.1011
C 6.7859 21.6207 17.3464
C 8.0777 21.6100 16.7639
C 10.2494 22.0591 14.4649
C 9.2602 22.4393 13.5823
C 9.2581 23.7231 12.9727
C 10.2871 24.5873 13.2955
C 11.3093 24.1654 14.1637
C 11.3430 22.8829 14.7195
C 10.3914 18.2646 18.0762
C 9.9541 19.1851 18.9971
C 8.9318 18.7884 19.8501
C 8.3587 17.5365 19.8048
C 8.7678 16.6359 18.8021
C 9.8841 16.9879 18.0562
C 13.0479 19.3075 17.7412
C 13.2736 18.8559 19.0133
C 14.2461 19.4273 19.8216
C 15.0337 20.4264 19.3253
C 14.7528 20.9337 18.0441
C 13.7518 20.3944 17.2601
H 10.1042 16.4243 10.4398
H 8.2888 16.4400 8.7727
H 6.0214 17.1827 9.4745
H 5.7552 17.8476 11.9652
H 7.7139 18.5743 13.1505
H 12.7711 19.9343 13.5811
H 14.2268 21.3877 12.1354
H 13.4939 22.1237 9.9611
H 11.2181 21.3590 9.1521
H 9.9484 19.7765 10.3984
H 7.9004 18.6136 15.2081
H 5.5844 18.7487 15.9841
H 4.9494 20.5657 17.5815
H 6.5254 22.4208 18.0326
H 8.8445 22.3634 16.9831
H 8.4313 21.7803 13.3979
H 8.5307 23.9365 12.1861
H 10.3473 25.6103 12.8535
H 12.1639 24.8281 14.4143
H 12.1736 22.5893 15.3465
H 10.3747 20.1546 19.0863
H 8.6221 19.4583 20.6474
H 7.6187 17.2868 20.5299
H 8.3348 15.6648 18.6127
H 10.3059 16.2847 17.3865
H 12.7250 18.0151 19.4387
H 14.3625 18.9859 20.7867
H 15.8673 20.8442 19.9030
H 15.4235 21.7262 17.6674
H 13.4460 20.8166 16.3268
S 16.6074 12.3823 21.5274
C 15.9531 13.1492 20.1939
S 14.8441 14.4912 20.2992
C 14.4374 14.6296 18.5841
C 15.2294 13.8322 17.6441
S 15.3669 13.7655 15.9633
S 16.3262 12.7555 18.5210
S 13.2950 15.7636 18.1557
O 14.9874 16.7990 15.4648
H 15.4366 15.9890 15.9111
H 15.6970 17.1166 14.8844
H 10.6292 14.8800 15.3429
H 12.3838 17.0337 12.4671
O 12.9258 14.6288 13.2931
Si 12.5399 13.2972 12.4120
C 13.5683 11.8721 13.0397
C 14.8191 11.7007 12.4707
C 15.5610 10.5004 12.6850
C 15.1491 9.7333 13.7435
C 13.8816 9.8960 14.3718
C 13.1047 11.0101 14.0216
C 12.9164 13.4621 10.6044
C 13.2359 12.3492 9.8194
C 13.4492 12.5025 8.4454
C 13.3062 13.7509 7.8515
C 13.0248 14.8672 8.6201
C 12.9411 14.7552 10.0295
C 10.6975 12.9119 12.7673
C 10.1731 11.8663 11.9660
C 8.8272 11.5191 12.0777
C 8.0561 12.0764 13.0970
C 8.6023 13.0074 13.9503
C 9.9428 13.3379 13.8926
H 15.1638 12.3257 11.6691
H 16.4089 10.1886 12.0706
H 15.7681 8.8838 14.0211
H 13.5296 9.1504 15.1115
H 12.1579 11.1772 14.5194
H 13.3213 11.3941 10.3565
H 13.6551 11.6072 7.8197
H 13.4411 13.8578 6.7747
H 12.9068 15.8227 8.1347
H 12.9258 15.6752 10.6580
H 10.7585 11.3573 11.1844
H 8.3707 10.7813 11.4271
H 7.0130 11.7484 13.1678
H 7.9922 13.4983 14.7358
H 10.3793 13.9123 14.6392
```

Summary:
Charge   -2
Spin multiplicity   7
Energy relative to the best compared isomer or geometry (same formula, charge and spin)   0.00 kJ/mol
HOMO energy (spin up / spin down)   0.0 / -0.9 eV
Frontier orbital gap (spin up / spin down)   3.35 / 4.26 eV

---

(2)
Entry from the OMol25 dataset: C57H51GeNOP2PtS2 as an isolated structure (ωB97M-V with the def2-TZVPD basis set).

The geometry in XYZ format:
```
116
Properties=species:S:1:pos:R:3
Pt 0.0438 0.0904 0.3003
O -2.3369 1.6467 1.5789
S -1.4862 0.5179 1.9864
C -0.6550 1.0653 3.4236
C -0.8977 0.5343 4.6652
C -0.4192 1.1426 5.8421
C 0.2335 2.3367 5.7257
C 0.7554 3.2830 6.7760
C 1.2961 4.5030 5.9851
C 1.0212 4.1787 4.5402
C 1.1917 4.9078 3.3964
C 0.8740 4.2997 2.1694
C 0.3567 3.0201 2.0462
P 0.3608 2.4074 0.3289
C -0.7806 3.4426 -0.6128
C -0.7968 3.4235 -2.0116
C -1.6797 4.2289 -2.7083
C -2.5672 5.0467 -2.0203
C -2.5795 5.0457 -0.6347
C -1.6941 4.2441 0.0702
C 2.0705 2.7657 -0.1956
C 2.4162 2.9422 -1.5333
C 3.7303 3.2044 -1.8900
C 4.7145 3.2954 -0.9183
C 4.3816 3.1093 0.4160
C 3.0737 2.8356 0.7752
C 0.0670 2.2893 3.2407
C 0.4483 2.8959 4.4452
C -2.5616 -0.8127 2.4379
C -3.7677 -0.3154 2.9034
C -4.8199 -1.1367 3.3260
C -4.6339 -2.4899 3.2669
C -5.5613 -3.6208 3.6189
C -4.7498 -4.9060 3.3257
C -3.4400 -4.4130 2.7715
C -2.3595 -5.0952 2.2919
C -1.2720 -4.3471 1.8158
C -1.2209 -2.9630 1.8124
P 0.3221 -2.2439 1.1869
C 1.3685 -2.2303 2.6785
C 2.7609 -2.2079 2.6038
C 3.5276 -2.1983 3.7580
C 2.9159 -2.1984 5.0037
C 1.5325 -2.2291 5.0893
C 0.7645 -2.2531 3.9358
C 0.9820 -3.4732 0.0377
C 1.9002 -4.4607 0.3988
C 2.2899 -5.4149 -0.5285
C 1.7567 -5.4053 -1.8100
C 0.8188 -4.4459 -2.1643
C 0.4352 -3.4849 -1.2438
C -2.3271 -2.2225 2.3288
C -3.4133 -3.0032 2.7800
H -1.5079 -0.3562 4.7440
H -0.6273 0.6934 6.8039
H 1.5289 2.8091 7.3809
H -0.0451 3.5694 7.4589
H 2.3648 4.6501 6.1462
H 0.8048 5.4305 6.2791
H 1.5840 5.9159 3.4076
H 1.0826 4.8641 1.2673
H -0.1372 2.7691 -2.5647
H -1.6781 4.2162 -3.7898
H -3.2545 5.6776 -2.5677
H -3.2811 5.6684 -0.0965
H -1.7251 4.2351 1.1499
H 1.6779 2.8864 -2.3162
H 3.9789 3.3484 -2.9328
H 5.7362 3.5141 -1.1988
H 5.1440 3.1745 1.1812
H 2.8421 2.6733 1.8187
H -3.9034 0.7577 2.9267
H -5.7422 -0.6923 3.6745
H -6.4666 -3.5667 3.0124
H -5.8791 -3.5567 4.6597
H -5.2552 -5.5583 2.6135
H -4.5838 -5.4959 4.2281
H -2.3261 -6.1759 2.2616
H -0.4283 -4.8953 1.4170
H 3.2525 -2.2178 1.6437
H 4.6072 -2.2004 3.6820
H 3.5167 -2.1930 5.9033
H 1.0478 -2.2554 6.0565
H -0.3109 -2.3280 4.0214
H 2.2943 -4.5123 1.4025
H 3.0023 -6.1769 -0.2424
H 2.0613 -6.1554 -2.5275
H 0.3875 -4.4457 -3.1568
H -0.2940 -2.7364 -1.5188
S 1.2484 -0.2882 -1.6839
C 2.7488 -0.3855 -0.8165
C 3.9652 -0.6616 -1.4452
C 5.1099 -0.6256 -0.6800
C 5.0151 -0.3209 0.6787
C 3.7665 -0.1022 1.2166
N 2.6391 -0.1485 0.4938
H 3.9929 -0.8875 -2.5022
H 6.0723 -0.8259 -1.1324
H 5.8937 -0.2567 1.3046
H 3.6473 0.1178 2.2704
C -1.7112 -1.5741 -3.6027
Ge -2.6135 -1.0029 -1.9708
C -4.1545 0.1039 -2.4423
C -3.2149 -2.5334 -0.9265
C -1.5566 0.4199 -1.0649
H -2.4258 -2.1423 -4.2000
H -0.8378 -2.1982 -3.4262
H -1.3936 -0.7111 -4.1885
H -4.8539 -0.4797 -3.0416
H -3.8471 0.9721 -3.0256
H -4.6697 0.4512 -1.5465
H -3.7889 -3.1624 -1.6097
H -3.8729 -2.2280 -0.1125
H -2.4029 -3.1359 -0.5235
H -2.2219 1.0917 -0.5287
H -1.0841 0.9844 -1.8642
```

Summary:
Charge   +2
Spin multiplicity   1
Energy relative to the best compared isomer or geometry (same formula, charge and spin)   0.00 kJ/mol
HOMO energy   -12.7 eV
Frontier orbital gap   6.72 eV

---

(3)
Entry from the OMol25 dataset: C57H52AgI3NO4P as an isolated structure in a non-equilibrium geometry (ωB97M-V with the def2-TZVPD basis set).

The geometry in XYZ format:
```
119
Properties=species:S:1:pos:R:3
Ag -0.5361 0.7637 -1.5011
C 0.6729 3.9279 0.6250
C -0.1992 3.9568 1.8810
C 0.2245 4.6012 3.0347
C -0.4273 4.3758 4.2495
C -1.6100 3.6110 4.2774
C -2.1658 3.1091 3.1120
C -1.4018 3.2127 1.9407
P -1.9990 2.4057 0.4665
C -3.4114 1.3634 0.9494
C -2.9686 0.0261 1.0150
C -3.8885 -0.9998 1.2760
C -5.2446 -0.6919 1.4685
C -5.6313 0.6494 1.5607
C -4.7670 1.7005 1.1972
C -5.3064 3.1273 1.0589
C -2.5248 3.6754 -0.6370
C -2.7002 5.0157 -0.2882
C -2.8111 5.9826 -1.2821
C -2.7932 5.6194 -2.6417
C -2.7322 4.2908 -3.0386
C -2.4953 3.2779 -2.0630
C -2.2249 1.9563 -2.4329
H 1.6384 4.4308 0.8346
H 0.1550 4.4343 -0.1922
H 0.8920 2.8854 0.3459
H 1.1399 5.1948 2.9860
H -0.0382 4.7642 5.2022
H -2.1596 3.4862 5.2000
H -3.0818 2.5187 3.1419
H -1.9228 -0.2261 0.8606
H -3.5198 -2.0194 1.2929
H -5.9775 -1.4813 1.6475
H -6.6468 0.8928 1.8780
H -6.2798 3.2423 1.5455
H -5.3976 3.4160 -0.0137
H -4.5788 3.8404 1.4992
H -2.8151 5.2809 0.7506
H -2.9081 7.0215 -0.9611
H -2.7200 6.4031 -3.4209
H -2.8332 3.9859 -4.0720
H -1.9979 1.7002 -3.4730
H -2.7467 1.1445 -1.9131
C 2.4417 -5.4490 1.9339
C 1.2853 -4.6156 1.3794
C -0.0224 -5.3462 1.6699
O 1.4225 -4.3880 -0.0529
C 1.4530 -2.9501 -0.3201
C 0.9568 -2.3363 1.0005
O 1.3128 -3.2994 2.0087
C 1.3180 -0.9031 1.4856
O 0.5472 0.0105 0.8265
C 2.7661 -0.4865 1.3879
C 2.9527 0.9099 1.5227
C 4.1753 1.4475 1.2623
C 5.2690 0.6155 0.9848
C 5.0969 -0.7579 1.0519
C 3.8435 -1.3304 1.2342
C 0.9961 -0.8401 3.0246
C -0.1949 -0.2058 3.4102
C -0.5455 0.0227 4.7253
C 0.3062 -0.3646 5.7587
C 1.5322 -0.9290 5.3843
C 1.8803 -1.1838 4.0629
C 0.7465 -2.6429 -1.7283
O 0.6406 -1.2830 -1.8860
C 1.7119 -3.1905 -2.8332
C 2.5346 -4.3485 -2.7150
C 3.4474 -4.7123 -3.7153
C 3.5390 -3.9794 -4.9206
C 2.6891 -2.8728 -5.0801
C 1.7481 -2.5544 -4.0844
C -0.6615 -3.2825 -1.8679
C -1.7498 -2.6772 -1.2552
C -3.0247 -3.0959 -1.5647
C -3.2617 -4.2145 -2.3223
C -2.1715 -4.9161 -2.8247
C -0.8746 -4.4157 -2.6568
H 2.3909 -6.5348 1.6679
H 2.3475 -5.4116 3.0377
H 3.3736 -4.9922 1.5947
H 0.0344 -6.4060 1.3455
H -0.8617 -4.8418 1.1666
H -0.1891 -5.4126 2.7480
H 2.4944 -2.6917 -0.5233
H -0.1554 -2.2560 1.0344
H 2.0961 1.4964 1.8208
H 4.2606 2.5403 1.2587
H 6.2658 1.0575 0.7639
H 5.9681 -1.4024 0.9844
H 3.7291 -2.4068 1.2848
H -0.9337 0.0726 2.6142
H -1.4955 0.5231 4.9401
H 0.0251 -0.3071 6.7963
H 2.1957 -1.2813 6.1589
H 2.8195 -1.7405 3.8299
H 2.4137 -4.9866 -1.8353
H 4.0023 -5.6601 -3.5805
H 4.2986 -4.2559 -5.6699
H 2.7276 -2.2942 -6.0080
H 1.0619 -1.7435 -4.2356
H -1.6363 -1.7643 -0.6211
H -3.8937 -2.5450 -1.1786
H -4.2666 -4.6113 -2.5104
H -2.3573 -5.8238 -3.3901
H -0.0430 -4.9306 -3.1127
I -1.2153 -0.5003 -4.9936
I -1.8946 -1.3021 -7.3701
I 3.7531 -0.0898 -2.4133
C 3.0472 1.8436 -2.4782
C 3.9822 2.9207 -2.2645
C 3.5453 4.1948 -2.5367
C 2.1994 4.3994 -2.9780
C 1.3696 3.2977 -3.0973
N 1.7716 2.0369 -2.7859
H 5.0002 2.6598 -1.9629
H 4.2382 5.0835 -2.5039
H 1.8225 5.4017 -3.2046
H 0.3415 3.3568 -3.4460
```

Summary:
Charge   -2
Spin multiplicity   1
HOMO energy   -1.5 eV
Frontier orbital gap   4.54 eV

---

(4)
Entry from the OMol25 dataset: a 8-piece molecular cluster, C57H54N3O18PS overall in a non-equilibrium geometry (ωB97M-V with the def2-TZVPD basis set).

The geometry in XYZ format:
```
134
Properties=species:S:1:pos:R:3
C -5.1661 -3.5475 -0.4533
C -5.9814 -2.8025 0.6413
C -5.6421 -1.2905 0.7223
C -4.0978 -1.1407 0.7443
N -3.7244 0.1331 1.3552
C -2.3369 0.5422 1.1308
C -2.2732 0.9759 -0.3078
N -2.1030 1.1257 -1.4278
C -2.0689 1.7979 2.0335
C -1.4564 1.4983 3.3612
N -0.8579 1.1223 4.2587
C -1.2028 2.9095 1.3755
C -2.0776 4.0107 0.7371
C -1.2565 4.9544 -0.1742
C -1.2657 4.4638 -1.6345
C -0.1971 5.1819 -2.4894
O 0.7867 4.2087 -2.8722
C 1.7298 4.7269 -3.7142
C 3.1795 4.4517 -3.3534
O 1.4510 5.3674 -4.6839
P -1.1017 -0.8412 1.3913
O -1.0235 -1.7932 0.0590
O 0.3797 -0.1732 1.4936
S -1.4113 -1.9339 2.9411
H -4.1916 -3.8050 -0.0155
H -5.6683 -4.4455 -0.8211
H -4.9658 -2.8908 -1.3111
H -5.6921 -3.2533 1.6032
H -7.0382 -2.9780 0.4338
H -6.0756 -0.8367 -0.1762
H -6.0851 -0.8849 1.6380
H -3.7170 -2.0193 1.2809
H -3.7685 -1.2219 -0.2973
H -3.8920 0.1381 2.3568
H -3.0554 2.2344 2.2334
H -0.4270 2.5293 0.7010
H -0.6701 3.4021 2.1970
H -2.4491 4.6198 1.5759
H -2.9799 3.6112 0.2538
H -0.2244 4.9436 0.2009
H -1.6898 5.9555 -0.0712
H -1.0462 3.3921 -1.6604
H -2.2702 4.6283 -2.0384
H -0.6832 5.6172 -3.3674
H 0.2468 5.9897 -1.8906
H 3.2535 3.4190 -2.9911
H 3.7978 4.5274 -4.2502
H 3.5607 5.1542 -2.6087
H -1.6864 -1.5042 -0.5892
H 1.0287 -0.8814 1.3480
C 1.6148 -2.7694 -1.7922
C 1.5769 -2.8398 -3.1203
C 2.5563 -3.6631 -3.8726
O 2.5240 -3.7275 -5.0833
C 3.5768 -4.4035 -3.0881
C 3.6114 -4.3287 -1.7596
C 2.6337 -3.5070 -1.0093
O 2.6620 -3.4347 0.2028
H 0.9130 -2.1778 -1.2204
H 0.8400 -2.3078 -3.7092
H 4.2819 -4.9988 -3.6496
H 4.3478 -4.8595 -1.1690
C 3.6201 1.5563 3.2792
C 2.6191 2.3813 3.5742
C 2.3691 3.5973 2.7695
O 1.4573 4.3586 3.0322
C 3.2691 3.8635 1.6222
C 4.2705 3.0409 1.3260
C 4.5235 1.8198 2.1329
O 5.4355 1.0676 1.8610
H 3.8215 0.6632 3.8553
H 1.9480 2.2048 4.4054
H 3.0672 4.7581 1.0463
H 4.9394 3.2197 0.4933
C 3.8101 3.8325 9.2311
C 3.9746 2.8999 8.2964
C 4.2566 3.2653 6.8872
O 4.4045 2.4170 6.0329
C 4.3491 4.7087 6.5591
C 4.1844 5.6414 7.4931
C 3.9028 5.2766 8.9036
O 3.7548 6.1261 9.7552
H 3.6031 3.5872 10.2649
H 3.9111 1.8416 8.5151
H 4.5556 4.9536 5.5246
H 4.2471 6.6996 7.2739
C -3.9273 -8.5412 -2.5766
C -4.8788 -7.6854 -2.2129
C -5.1405 -6.4511 -2.9908
O -6.0069 -5.6690 -2.6566
C -4.3033 -6.2053 -4.1892
C -3.3511 -7.0604 -4.5539
C -3.0887 -8.2969 -3.7764
O -2.2238 -9.0775 -4.1084
H -3.7197 -9.4475 -2.0223
H -5.5009 -7.8457 -1.3414
H -4.5109 -5.2981 -4.7425
H -2.7287 -6.8989 -5.4249
C -11.8053 -3.2603 -0.8449
C -10.6563 -2.6993 -0.4772
C -9.4093 -2.9320 -1.2437
O -8.3580 -2.4238 -0.9095
C -9.4875 -3.8118 -2.4338
C -10.6366 -4.3732 -2.8018
C -11.8862 -4.1408 -2.0371
O -12.9340 -4.6499 -2.3719
H -12.7275 -3.1042 -0.2999
H -10.5763 -2.0538 0.3883
H -8.5633 -3.9689 -2.9766
H -10.7154 -5.0193 -3.6667
C 8.0387 -8.2769 -1.3623
C 6.8596 -8.1232 -1.9591
C 6.5175 -6.8695 -2.6717
O 5.4399 -6.7284 -3.2144
C 7.5371 -5.7933 -2.6964
C 8.7163 -5.9461 -2.0997
C 9.0606 -7.2011 -1.3860
O 10.1349 -7.3421 -0.8443
H 8.3084 -9.1837 -0.8363
H 6.1012 -8.8957 -1.9538
H 7.2671 -4.8862 -3.2227
H 9.4738 -5.1728 -2.1054
C 4.9255 8.1651 -1.7053
C 4.9880 9.4916 -1.6255
C 4.7631 10.1967 -0.3390
O 4.8180 11.4044 -0.2655
C 4.4671 9.3651 0.8543
C 4.4047 8.0387 0.7733
C 4.6299 7.3359 -0.5124
O 4.5739 6.1245 -0.5851
H 5.0860 7.6324 -2.6344
H 5.2030 10.1147 -2.4842
H 4.3065 9.8977 1.7829
H 4.1892 7.4147 1.6318
```

Summary:
Spin multiplicity   1
HOMO energy   -8.9 eV
SMILES string   CCCCN[C@@](C#N)([C@@H](C#N)CCCCCOC(C)=O)P(O)(O)=S.O=C1C=CC(=O)C=C1.O=C1C=CC(=O)C=C1.O=C1C=CC(=O)C=C1.O=C1C=CC(=O)C=C1.O=C1C=CC(=O)C=C1.O=C1C=CC(=O)C=C1.O=C1C=CC(=O)C=C1
Frontier orbital gap   7.05 eV

---

- spin multiplicity of number 4 (C57H54N3O18PS)?
  1

---

- Look up the spin multiplicity of the fourth one.
  1

---

- What is the formula in the third record?
  C57H52AgI3NO4P